[1]
Entry from the Open Molecules 2025 dataset: 11 unconnected molecules or ions with the total composition C35H79FN10O13 at a distorted geometry (ωB97M-V/def2-TZVPD).

XYZ file:
```
138
C35H79FN10O13 ωB97M-V/def2-TZVPD
O 2.854 -1.117 -2.208
C 3.555 -1.781 -2.978
O 4.184 -1.309 -4.151
O 3.710 -3.168 -2.700
C 4.979 -3.268 -1.974
C 6.126 -3.677 -3.050
C 7.281 -2.569 -3.125
C 7.618 -2.061 -4.603
F 8.161 -0.708 -4.442
H 4.887 -0.687 -3.856
H 4.836 -4.073 -1.179
H 5.256 -2.269 -1.511
H 6.573 -4.680 -2.761
H 5.613 -3.791 -4.073
H 8.230 -3.034 -2.697
H 7.054 -1.649 -2.504
H 6.705 -1.936 -5.275
H 8.422 -2.659 -5.139
C 9.272 3.890 -7.781
N 9.100 4.152 -6.368
C 8.778 3.271 -5.380
C 8.565 1.830 -5.760
O 8.671 3.663 -4.225
H 10.287 4.178 -8.063
H 8.559 4.505 -8.334
H 9.112 2.842 -8.027
H 9.227 5.098 -6.036
H 8.317 1.255 -4.873
H 7.737 1.748 -6.468
H 9.478 1.418 -6.195
C -0.679 -0.274 0.108
N 0.473 -1.144 0.215
C 0.830 -1.946 1.255
C -0.059 -1.964 2.470
O 1.847 -2.626 1.183
H -1.265 -0.587 -0.759
H -0.323 0.748 -0.052
H -1.306 -0.304 0.996
H 1.117 -1.185 -0.563
H 0.354 -2.648 3.211
H -0.110 -0.966 2.912
H -1.058 -2.310 2.199
C -5.719 -3.307 3.462
N -4.718 -2.470 2.829
C -3.948 -2.750 1.744
C -4.121 -4.090 1.081
O -3.143 -1.920 1.335
H -6.672 -2.779 3.438
H -5.424 -3.465 4.502
H -5.827 -4.270 2.968
H -4.544 -1.554 3.216
H -3.441 -4.165 0.234
H -3.886 -4.891 1.786
H -5.144 -4.198 0.714
C 9.922 -0.641 1.600
N 9.072 -1.209 0.573
C 7.722 -1.343 0.582
C 6.972 -0.854 1.792
O 7.149 -1.852 -0.378
H 10.468 0.196 1.166
H 10.634 -1.408 1.916
H 9.357 -0.296 2.460
H 9.504 -1.559 -0.270
H 5.905 -1.029 1.653
H 7.298 -1.398 2.681
H 7.133 0.218 1.924
C -10.780 -2.787 0.656
N -9.760 -3.189 1.601
C -9.865 -3.310 2.951
C -11.194 -3.001 3.586
O -8.893 -3.663 3.610
H -10.918 -3.598 -0.064
H -10.424 -1.900 0.130
H -11.730 -2.567 1.139
H -8.841 -3.414 1.249
H -11.122 -3.143 4.664
H -11.470 -1.963 3.392
H -11.961 -3.675 3.199
C 1.521 1.523 -2.970
N 1.100 2.609 -3.832
C 1.784 3.739 -4.157
C 3.158 3.926 -3.569
O 1.280 4.565 -4.907
H 1.513 0.601 -3.553
H 0.799 1.435 -2.154
H 2.514 1.681 -2.557
H 0.189 2.554 -4.264
H 3.576 4.869 -3.918
H 3.098 3.957 -2.479
H 3.817 3.116 -3.888
C -6.268 1.379 1.741
N -7.129 0.813 0.725
C -8.484 0.701 0.739
C -9.218 1.218 1.945
O -9.065 0.189 -0.214
H -5.707 2.204 1.296
H -5.567 0.607 2.067
H -6.829 1.745 2.600
H -6.703 0.444 -0.115
H -10.289 1.061 1.813
H -8.898 0.681 2.838
H -9.039 2.287 2.063
C -6.142 3.334 7.023
N -7.001 3.327 5.857
C -7.915 2.389 5.490
C -8.089 1.188 6.380
O -8.564 2.537 4.462
H -6.359 4.233 7.604
H -5.104 3.370 6.686
H -6.289 2.457 7.648
H -6.940 4.102 5.211
H -8.850 0.531 5.958
H -7.152 0.631 6.449
H -8.417 1.501 7.374
C -7.460 -0.346 -5.799
N -6.544 -0.962 -4.863
C -6.715 -1.167 -3.528
C -8.006 -0.712 -2.902
O -5.831 -1.708 -2.875
H -7.689 -1.071 -6.584
H -6.965 0.519 -6.246
H -8.384 -0.027 -5.321
H -5.654 -1.293 -5.209
H -7.995 -0.943 -1.839
H -8.119 0.367 -3.019
H -8.849 -1.235 -3.359
C 9.737 3.379 5.989
N 10.002 2.569 4.819
C 9.601 2.785 3.537
C 8.773 4.010 3.253
O 9.915 1.994 2.656
H 10.692 3.695 6.413
H 9.209 2.763 6.721
H 9.137 4.256 5.756
H 10.553 1.730 4.930
H 8.530 4.045 2.191
H 7.839 3.972 3.820
H 9.334 4.911 3.509
```

Properties
spin multiplicity	1

[2]
Entry from the Open Molecules 2025 dataset: a molecular structure, C38H39CoN2OSSiTe (ωB97M-V/def2-TZVPD).

XYZ file:
```
84
C38H39CoN2OSSiTe ωB97M-V/def2-TZVPD
Co -1.441 -1.362 0.450
C 4.575 2.271 0.452
C 3.205 2.509 1.104
C 3.308 3.659 2.114
C 2.220 2.909 0.006
C 2.766 1.238 1.830
C 3.603 0.677 2.815
C 3.292 -0.495 3.472
C 2.106 -1.141 3.136
S 1.456 -2.654 3.689
C 0.113 -2.460 2.608
N 0.139 -1.361 1.908
C 1.256 -0.593 2.178
C 1.577 0.602 1.534
C -0.959 -3.437 2.408
C -1.050 -4.588 3.188
C -2.070 -5.490 2.945
C -2.979 -5.231 1.926
C -2.868 -4.078 1.157
C -1.857 -3.137 1.366
H 4.899 3.172 -0.073
H 4.521 1.457 -0.274
H 5.339 2.019 1.187
H 3.633 4.573 1.611
H 4.025 3.437 2.906
H 2.339 3.851 2.579
H 2.584 3.807 -0.496
H 1.231 3.131 0.410
H 2.107 2.130 -0.752
H 4.531 1.173 3.067
H 3.962 -0.904 4.216
H 0.891 0.983 0.789
H -0.335 -4.780 3.982
H -2.158 -6.388 3.543
H -3.777 -5.937 1.730
H -3.591 -3.915 0.364
C -3.098 0.585 2.297
Si -2.488 1.640 0.876
C -3.958 2.486 0.076
C -1.364 2.983 1.554
N -1.605 0.544 -0.150
C -0.815 0.888 -1.223
C -0.850 2.126 -1.887
C -0.028 2.399 -2.964
C 0.853 1.437 -3.444
C 0.903 0.194 -2.830
C 0.097 -0.054 -1.738
O 0.052 -1.308 -1.120
C 1.202 -2.067 -0.913
C 2.458 -1.504 -0.753
C 3.523 -2.333 -0.428
C 3.335 -3.697 -0.264
C 2.069 -4.241 -0.432
C 0.995 -3.428 -0.761
H -3.663 1.197 3.005
H -2.269 0.130 2.846
H -3.764 -0.213 1.957
H -4.372 3.216 0.777
H -4.742 1.766 -0.165
H -3.700 3.017 -0.841
H -1.931 3.624 2.234
H -0.968 3.620 0.761
H -0.521 2.565 2.109
H -1.551 2.875 -1.543
H -0.086 3.367 -3.446
H 1.486 1.643 -4.297
H 1.563 -0.579 -3.200
H 2.601 -0.439 -0.854
H 4.505 -1.899 -0.288
H 4.170 -4.333 -0.005
H 1.909 -5.303 -0.301
H -0.006 -3.827 -0.871
Te -3.835 -1.175 -1.284
C -3.353 -0.094 -3.005
C -4.064 1.064 -3.318
C -3.732 1.804 -4.444
C -2.698 1.389 -5.271
C -1.993 0.232 -4.970
C -2.316 -0.506 -3.841
H -4.875 1.388 -2.679
H -4.288 2.704 -4.677
H -2.440 1.967 -6.149
H -1.182 -0.093 -5.608
H -1.761 -1.404 -3.605
```

Properties
spin multiplicity	5
energy above the lowest of the compared OMol25 structures with the same formula, charge and spin	0.000	eV

The following electronic energy values (in Ha) correspond, in order, to the records above: -3006.62763, -3994.72814.